14
Properties=species:S:1:pos:R:3:lowdin_charge:R:1 method="wB97M-V/def2-TZVPD" homo_ev=-9.1 gap_ev=8.502 e_above_lowest_kcal_mol=9.31 smiles="FC[C@@H](CCl)C(=S)S" energy_ha=-1512.41561
C -1.07 0.12 -0.10 -1.20
C 0.40 0.53 -0.30 -0.46
C 0.74 1.96 0.17 -0.11
C 1.42 -0.39 0.44 -0.62
H -2.69 -0.64 1.10 -0.13
H 0.64 0.45 -1.34 0.11
H 0.74 2.02 1.26 0.12
H 0.18 2.78 -0.26 0.13
H 2.46 0.00 0.55 0.09
H 0.99 -0.54 1.47 0.05
F 2.15 2.11 -0.19 -0.10
S -1.51 -0.24 1.50 0.83
S -2.13 0.05 -1.31 0.69
Cl 1.63 -1.96 -0.32 0.60

12
Properties=species:S:1:pos:R:3:lowdin_charge:R:1 method="wB97M-V/def2-TZVPD" homo_ev=-9.5 gap_ev=10.138 e_above_lowest_kcal_mol=73.21 smiles="C=C1N=C1Cl.C" energy_ha=-670.83193
C 1.80 -0.13 0.38 -0.75
C 0.85 0.95 0.27 -0.25
C 0.12 1.99 0.63 0.04
C -1.34 -1.30 -0.67 -0.08
N 1.32 -0.04 -0.81 0.18
Cl 2.85 -0.98 1.40 0.72
H 0.35 2.34 1.57 0.03
H -0.52 2.38 -0.09 0.04
H -0.49 -1.94 -0.34 0.02
H -1.70 -0.67 0.18 0.02
H -1.03 -0.65 -1.50 0.01
H -2.20 -1.96 -1.03 0.04